[1]
{"formula": "C27H21Cl3HgN8O3PS2", "method": "wB97M-V/def2-TZVPD", "spin_multiplicity": 2, "gap_ev": [6.572, 6.100], "total_charge": -2, "elements": ["Hg", "Cl", "Cl", "Cl", "S", "S", "P", "O", "O", "O", "N", "N", "N", "N", "N", "N", "N", "N", "C", "C", "C", "C", "C", "C", "C", "C", "C", "C", "C", "C", "C", "C", "C", "C", "C", "C", "C", "C", "C", "C", "C", "C", "C", "C", "C", "H", "H", "H", "H", "H", "H", "H", "H", "H", "H", "H", "H", "H", "H", "H", "H", "H", "H", "H", "H", "H"], "xyz": [[0.33677, 0.22731, -0.78913], [6.83250, 2.28574, 2.60202], [4.42092, 2.56074, 5.10309], [5.46620, 4.86506, 2.66394], [-2.29476, 0.37795, -1.57818], [0.28286, 2.47905, -2.10270], [0.10389, 0.53540, 1.68609], [1.40995, 0.28566, 2.52735], [-0.97030, -0.37685, 2.45615], [-0.46325, 1.97205, 2.12269], [-4.09974, 0.54218, -7.41445], [0.91206, -4.70980, 4.02828], [-0.96517, 3.12414, -8.04753], [1.04919, -2.76766, 2.03092], [-1.75281, -4.60697, 0.70923], [3.36610, 2.13270, 1.32771], [-0.99288, -2.57029, 0.11195], [-2.42393, -4.12727, -0.35831], [-0.80522, 1.93925, -3.35619], [4.27697, 2.60393, 1.86242], [1.71298, -3.66903, -6.26427], [2.57915, -4.72487, -6.00891], [1.36776, -2.78492, -5.25512], [5.38267, 3.17225, 2.50146], [-3.38890, 0.85941, -6.56571], [-2.50543, 1.23426, -5.50139], [0.02114, -4.65190, 3.04642], [-1.90107, 1.05266, -3.13644], [1.88320, -2.93801, -3.96240], [-0.90457, -3.62529, 0.95886], [2.75461, -4.00441, -3.71778], [1.54950, 0.67090, 3.91358], [1.93688, -2.81861, 3.01398], [-2.71333, 0.72502, -4.22670], [-1.95715, -2.91396, -0.70421], [0.08619, -3.68158, 2.04749], [3.09766, -4.88606, -4.73080], [1.51327, -2.02435, -2.92467], [-1.17239, 2.66402, -7.01252], [1.86983, -3.78465, 4.00775], [-0.60189, 2.43140, -4.64954], [0.11760, 3.16552, 1.56239], [1.18858, -1.23595, -2.06098], [-1.42849, 2.10725, -5.71695], [-2.33923, -0.32349, 2.04503], [-2.33160, -2.30707, -1.51649], [-0.48544, 3.99274, 1.92850], [2.54448, 1.09220, 4.04498], [0.69552, -1.95936, -5.44985], [3.15657, -4.12691, -2.72048], [1.30320, -3.53035, -7.25747], [-2.42633, -0.24087, 0.96154], [0.07457, 3.13384, 0.47365], [-0.77247, -5.38893, 3.03965], [1.14835, 3.27470, 1.89759], [-3.14479, -4.67480, -0.79185], [-3.54443, 0.05229, -4.06175], [0.23590, 3.09472, -4.81778], [-2.80370, -1.25120, 2.37513], [1.41533, -0.21760, 4.53117], [2.60222, -3.81073, 4.80612], [0.80321, 1.41656, 4.18265], [2.84880, -5.41439, -6.79968], [-2.83093, 0.53010, 2.51241], [2.71329, -2.06216, 3.00997], [3.77545, -5.70510, -4.52043]], "forces_ev_per_a": [[-0.13, -0.07, -0.06], [0.00, 0.00, -0.01], [0.01, 0.00, 0.01], [0.00, 0.01, 0.00], [0.06, 0.02, 0.00], [0.00, -0.02, -0.01], [0.06, 0.00, 0.01], [-0.03, -0.02, -0.01], [0.00, 0.00, -0.01], [-0.02, 0.00, 0.01], [-0.03, 0.01, 0.02], [0.01, 0.00, 0.00], [0.01, 0.00, 0.00], [0.00, 0.00, 0.00], [-0.05, 0.02, 0.04], [0.07, 0.12, -0.06], [-0.08, 0.08, 0.12], [0.02, -0.01, -0.01], [-0.02, 0.00, 0.03], [0.00, -0.04, 0.05], [0.00, 0.00, 0.01], [0.00, 0.00, -0.01], [0.01, -0.01, 0.00], [-0.01, -0.03, 0.02], [0.05, -0.02, -0.03], [-0.02, 0.00, 0.01], [0.00, 0.01, 0.00], [0.00, 0.03, -0.02], [-0.04, 0.00, -0.01], [0.08, -0.06, -0.08], [0.01, -0.01, 0.00], [-0.02, -0.01, -0.02], [-0.01, 0.02, 0.00], [-0.01, 0.01, 0.00], [0.03, -0.04, -0.03], [0.02, -0.02, -0.01], [0.00, 0.00, 0.00], [0.05, -0.01, 0.02], [-0.02, 0.00, 0.00], [-0.01, -0.01, 0.00], [-0.01, 0.01, -0.01], [0.01, 0.00, 0.01], [0.01, -0.01, -0.01], [0.01, 0.00, 0.01], [0.00, 0.01, 0.00], [-0.01, 0.00, -0.01], [0.00, 0.00, 0.00], [0.00, -0.01, 0.02], [0.00, 0.00, 0.00], [0.00, 0.00, 0.00], [0.00, 0.00, 0.00], [0.00, 0.00, 0.01], [0.00, 0.00, 0.00], [0.00, 0.00, 0.00], [-0.01, 0.00, -0.01], [0.01, 0.00, 0.00], [0.00, 0.00, 0.00], [0.00, 0.00, 0.00], [0.00, 0.00, 0.00], [0.01, 0.00, 0.01], [0.00, 0.00, 0.00], [0.00, 0.00, 0.00], [0.00, 0.00, 0.00], [0.00, 0.00, 0.00], [0.00, 0.00, 0.00], [0.00, 0.00, 0.00]], "nbo_charge": [1.282, 0.070, -0.861, 0.068, -0.515, -0.449, 1.714, -0.829, -0.834, -0.845, -0.381, -0.395, -0.371, -0.335, -0.301, -0.315, -0.456, -0.358, -0.157, 0.200, -0.216, -0.245, -0.214, -0.148, 0.312, -0.139, 0.008, -0.170, 0.006, 0.266, -0.221, -0.274, 0.004, -0.194, 0.190, 0.117, -0.221, -0.251, 0.307, -0.024, -0.185, -0.272, -0.464, -0.196, -0.257, 0.252, 0.182, 0.255, 0.227, 0.217, 0.205, 0.212, 0.220, 0.202, 0.202, 0.406, 0.218, 0.227, 0.181, 0.171, 0.192, 0.186, 0.197, 0.182, 0.218, 0.199]}

[2]
{"formula": "C43H46Cl4N4O4SeV", "method": "wB97M-V/def2-TZVPD", "spin_multiplicity": 4, "gap_ev": [4.297, 5.969], "total_charge": -2, "elements": ["Se", "V", "Cl", "Cl", "Cl", "Cl", "O", "O", "O", "O", "N", "N", "N", "N", "C", "C", "C", "C", "C", "C", "C", "C", "C", "C", "C", "C", "C", "C", "C", "C", "C", "C", "C", "C", "C", "C", "C", "C", "C", "C", "C", "C", "C", "C", "C", "C", "C", "C", "C", "C", "C", "C", "C", "C", "C", "C", "C", "H", "H", "H", "H", "H", "H", "H", "H", "H", "H", "H", "H", "H", "H", "H", "H", "H", "H", "H", "H", "H", "H", "H", "H", "H", "H", "H", "H", "H", "H", "H", "H", "H", "H", "H", "H", "H", "H", "H", "H", "H", "H", "H", "H", "H", "H"], "xyz": [[-1.14726, 3.30584, -1.05427], [0.43980, 1.39706, 0.08212], [6.80316, 3.12163, -2.80569], [3.26936, 5.31775, 0.71420], [4.79328, 0.70537, -3.21860], [6.04474, 5.44020, -0.81498], [2.39357, 0.91176, -1.44310], [0.07628, 0.38401, -2.76999], [1.69560, 2.89049, 0.06108], [0.49800, 0.36919, -4.96056], [1.51185, -0.28030, 0.80505], [2.10117, 2.46567, -4.80344], [-0.92497, -0.21557, -0.07652], [4.70672, -0.29967, 6.39802], [5.30909, 3.06677, -1.91790], [3.39974, -3.76190, 2.55079], [-3.95829, 3.05429, -0.30105], [2.88481, 2.96201, -0.49351], [-3.48323, 3.14176, 1.12008], [4.97231, 4.09280, -1.05637], [-1.20426, -2.63532, 0.02752], [3.89033, 0.11710, 5.69808], [-4.63217, -3.71403, -0.14009], [-5.82375, 2.82483, -1.84718], [0.85667, -1.47798, 0.83421], [3.49355, -4.89745, 1.52222], [2.53485, -4.21489, 3.73567], [1.69166, -0.10228, 4.62466], [2.76291, -2.53503, 1.89775], [-2.16039, -0.17188, -0.62164], [0.51198, 0.94331, -3.73243], [1.08906, 2.34500, -3.74262], [4.80578, -3.46733, 3.07765], [3.24003, 1.85885, -1.35209], [-3.03765, 3.04812, -1.36272], [3.03741, 1.82566, 4.13311], [-2.61713, 2.85337, -3.85987], [-2.94658, -1.26647, -0.83550], [-4.90919, 2.81029, -2.89055], [0.87242, 1.56487, 3.04884], [-5.32580, 2.94435, -0.55944], [1.48507, -2.60781, 1.39723], [-3.53107, -3.82719, -2.38588], [2.76972, -0.23005, 1.24453], [-2.59837, -5.10084, -0.46720], [4.43823, 1.97628, -2.07136], [3.74839, 4.02928, -0.35800], [3.43440, -1.30230, 1.78952], [-2.44853, -2.56831, -0.52784], [-0.45439, -1.46326, 0.28481], [-7.30652, 2.71722, -2.11189], [-3.53676, 2.91439, -2.67439], [-0.11951, 1.99609, 2.07364], [-3.28333, -3.79519, -0.87030], [0.71927, 0.36211, 3.76946], [2.06442, 2.28627, 3.27014], [2.87093, 0.62124, 4.82412], [3.95261, 2.38948, 4.27239], [2.50723, -5.17334, 1.14623], [1.55827, -1.04278, 5.14741], [-1.93190, 2.01380, -3.75486], [-2.51678, 0.79997, -0.91565], [2.22005, 3.20244, 2.71185], [-0.17935, -0.22349, 3.60777], [-3.18727, 2.72998, -4.78324], [-2.40230, -5.12714, 0.60710], [-4.47802, -3.68339, 0.94088], [-2.84373, 4.01512, 1.25945], [5.47830, -3.17574, 2.26854], [0.93540, -3.53801, 1.46012], [-0.75456, -3.59185, 0.25074], [2.21855, 3.43735, -5.05739], [-1.10237, 1.57131, 2.27377], [-2.87067, 2.27134, 1.35774], [4.10208, -4.58795, 0.67007], [-2.01325, 3.76091, -3.92476], [1.45443, 2.56608, -2.74648], [-4.15292, -4.68765, -2.65395], [-3.24414, -5.94714, -0.71629], [-5.18255, -2.81703, -0.42631], [2.45984, -3.41468, 4.47517], [2.99557, 2.14450, -4.44216], [-4.03506, -2.92000, -2.72113], [-2.58371, -3.89982, -2.92379], [-7.69146, 3.62917, -2.57651], [3.95051, -5.78313, 1.97430], [0.26225, 3.02903, -3.93502], [-3.91887, -1.11867, -1.28784], [-7.85544, 2.55681, -1.18280], [-6.01618, 2.94175, 0.28042], [-7.52852, 1.88646, -2.78540], [-4.32506, 3.18126, 1.81471], [5.21402, -4.36467, 3.55001], [-1.65208, -5.23050, -0.99636], [-0.16408, 3.07553, 1.93742], [-5.24801, -4.58655, -0.38014], [-5.27150, 2.69966, -3.90992], [4.44542, -1.16538, 2.14270], [1.06549, 0.95242, -5.50380], [2.97988, -5.09029, 4.21835], [3.26427, 0.72973, 1.16161], [4.79277, -2.66904, 3.82233], [1.52543, -4.47599, 3.41511]], "forces_ev_per_a": [[-0.17, 0.20, -0.06], [-0.09, -0.57, -0.64], [-0.02, -0.01, 0.00], [0.05, -0.03, -0.07], [0.03, 0.05, 0.09], [-0.03, -0.02, -0.01], [0.01, 0.08, -0.02], [-0.41, -0.07, -0.18], [0.45, 0.31, 0.18], [0.08, -0.04, 0.07], [0.15, -0.22, 0.26], [-0.07, 0.03, 0.02], [0.06, 0.13, -0.07], [0.01, -0.01, 0.03], [-0.12, 0.07, 0.10], [0.03, -0.03, 0.02], [-0.07, -0.03, -0.02], [-0.35, -0.07, 0.07], [-0.04, 0.00, -0.07], [0.04, -0.05, -0.02], [-0.07, 0.05, 0.08], [-0.13, 0.08, -0.14], [0.02, 0.01, -0.01], [-0.10, -0.01, 0.04], [0.10, 0.19, 0.02], [-0.01, 0.03, 0.01], [0.00, 0.03, -0.02], [-0.01, -0.15, 0.09], [0.00, 0.01, -0.01], [0.10, -0.13, 0.07], [0.11, -0.05, -0.02], [0.12, 0.04, 0.03], [-0.03, 0.01, -0.03], [-0.32, -0.10, -0.01], [0.15, 0.03, -0.05], [0.11, 0.05, 0.02], [-0.05, 0.06, 0.03], [-0.04, -0.04, -0.02], [0.10, -0.02, -0.01], [0.00, 0.03, 0.09], [0.10, -0.01, 0.05], [0.08, -0.06, 0.06], [0.00, 0.00, 0.01], [-0.15, 0.03, -0.08], [0.00, 0.04, 0.00], [0.16, -0.14, -0.13], [0.03, 0.18, 0.21], [0.09, -0.10, 0.08], [-0.05, -0.06, -0.02], [0.13, 0.07, -0.05], [0.13, 0.03, 0.02], [-0.15, -0.03, 0.04], [0.15, -0.04, 0.11], [-0.03, 0.00, -0.01], [-0.01, 0.03, -0.06], [-0.06, -0.02, -0.01], [0.02, 0.02, 0.00], [-0.02, 0.02, -0.03], [0.01, -0.01, 0.00], [-0.04, 0.01, -0.02], [0.08, -0.04, 0.00], [0.04, 0.20, 0.00], [0.02, 0.00, 0.02], [0.01, -0.02, 0.02], [0.00, 0.02, 0.00], [0.01, -0.02, -0.01], [-0.01, 0.00, -0.01], [0.02, -0.03, 0.02], [0.01, 0.01, 0.02], [-0.03, 0.02, -0.02], [0.02, 0.01, 0.03], [0.01, 0.00, 0.01], [-0.03, -0.01, -0.02], [0.03, 0.02, 0.04], [-0.01, -0.02, 0.00], [0.03, -0.03, -0.01], [-0.05, 0.02, 0.01], [0.01, 0.01, 0.01], [0.00, 0.01, 0.00], [0.00, -0.01, 0.02], [-0.01, -0.02, 0.00], [-0.02, -0.03, -0.06], [0.01, -0.02, -0.01], [-0.02, 0.01, 0.00], [-0.03, -0.01, 0.00], [0.00, 0.01, 0.00], [-0.05, -0.01, -0.04], [0.01, -0.01, 0.01], [-0.01, 0.00, -0.01], [0.01, 0.01, 0.00], [-0.02, 0.00, 0.00], [-0.01, 0.01, -0.01], [-0.01, 0.00, 0.00], [0.00, -0.01, 0.03], [-0.04, 0.01, 0.03], [0.00, 0.02, 0.00], [0.02, 0.00, 0.00], [-0.02, 0.01, -0.01], [0.00, 0.05, -0.03], [0.00, 0.01, -0.01], [-0.03, 0.03, 0.00], [0.02, -0.01, 0.00], [0.00, 0.00, 0.01]], "lowdin_charge": [0.741, 0.797, 0.595, 0.650, 0.647, 0.586, -0.109, 0.082, -0.276, 0.077, 0.022, 0.022, -0.009, 0.106, -0.730, -0.555, -0.310, -0.386, -0.088, -0.731, 0.026, -0.221, -0.058, -0.299, -0.192, -0.052, -0.048, -0.056, -0.172, -0.121, -0.529, -0.173, -0.070, -0.463, -0.548, -0.042, -0.089, -0.029, -0.040, -0.296, -0.036, 0.026, -0.052, -0.102, -0.078, -0.610, -0.603, -0.009, -0.186, -0.196, -0.075, -0.300, -0.193, -0.566, -0.049, -0.039, -0.270, 0.112, 0.074, 0.104, 0.059, 0.070, 0.095, 0.114, 0.069, 0.083, 0.087, 0.063, 0.085, 0.099, 0.090, 0.074, 0.045, 0.051, 0.090, 0.062, 0.083, 0.076, 0.077, 0.074, 0.078, 0.027, 0.076, 0.091, 0.069, 0.077, 0.098, 0.099, 0.063, 0.102, 0.068, 0.068, 0.079, 0.084, 0.052, 0.075, 0.105, 0.100, 0.078, 0.079, 0.122, 0.079, 0.075]}

[3]
{"formula": "C5H12O2", "method": "wB97M-V/def2-TZVPD", "spin_multiplicity": 1, "gap_ev": 10.733, "elements": ["O", "O", "C", "C", "C", "C", "C", "H", "H", "H", "H", "H", "H", "H", "H", "H", "H", "H", "H"], "xyz": [[-1.90952, -0.67870, 0.49720], [0.43852, -1.56041, -0.04132], [2.38280, 0.18673, 1.23243], [-1.61381, 0.08162, -1.81168], [0.30096, -0.16062, -0.16508], [0.93110, 0.59210, 1.00671], [-1.18663, 0.20485, -0.35730], [-1.11843, 0.85688, -2.40659], [-1.34659, 1.23914, -0.01697], [2.84079, 0.76670, 2.04022], [-2.69601, 0.21882, -1.92963], [-1.32993, -0.89803, -2.20892], [-0.32417, -1.84386, 0.48881], [2.44518, -0.87563, 1.48353], [-2.83843, -0.67070, 0.24170], [2.97671, 0.34578, 0.32378], [0.84616, 0.11168, -1.07937], [0.33412, 0.41535, 1.91170], [0.86719, 1.66830, 0.79079]], "forces_ev_per_a": [[-0.28, 0.05, 0.04], [-0.14, -0.10, 0.13], [0.07, -0.04, 0.01], [0.00, -0.06, -0.02], [0.05, 0.29, -0.08], [-0.05, 0.03, 0.03], [0.17, 0.20, -0.17], [-0.07, -0.13, 0.07], [0.06, -0.13, -0.04], [-0.07, -0.09, -0.10], [0.14, -0.04, 0.04], [-0.07, 0.10, 0.05], [0.17, -0.07, -0.14], [0.02, 0.16, -0.02], [0.12, -0.01, 0.06], [-0.08, -0.01, 0.13], [-0.08, 0.02, 0.10], [0.07, -0.01, -0.10], [0.00, -0.15, 0.03]], "nbo_charge": [-0.744, -0.724, -0.608, -0.636, 0.087, -0.417, 0.080, 0.218, 0.161, 0.207, 0.202, 0.223, 0.485, 0.220, 0.479, 0.200, 0.168, 0.203, 0.197]}